1.
Density functional theory data (ωB97M-V with the def2-TZVPD basis set) for an isolated ion of composition C3H5N2O and charge +1 at a distorted geometry.

Element x y z (Å)
O -0.367 -2.467 1.737
C -0.185 -1.433 1.239
H 0.776 -1.437 -1.283
C -0.091 -0.986 -0.821
H 0.168 1.844 0.934
H 0.145 1.061 -1.332
N -0.038 -0.129 1.629
H -0.005 0.122 2.616
H -1.043 -1.318 -1.211
N 0.034 0.402 -0.566
C 0.063 0.799 0.665

Results
* energy relative to the best compared isomer or geometry (same formula, charge and spin): 178.5 kJ/mol
* gap between HOMO and LUMO: 9.5868 eV
* strongest force on any atom: 4.8 eV Å⁻¹
* charge: +1
* HOMO: -14.590 eV



2.
Density functional theory data (ωB97M-V with the def2-TZVPD basis set) for C34H39N2O4Yb as an isolated structure at a distorted geometry.

Element x y z (Å)
C 1.824 -1.443 -0.444
C 2.057 1.174 4.421
H 1.314 3.990 -5.501
C -1.094 -1.711 -6.529
H 1.408 -2.619 -5.659
H -2.961 1.860 -1.211
C -0.102 1.005 -5.542
C 0.113 -0.917 -6.077
C 1.811 -1.599 -1.861
C 0.054 -2.805 -0.966
H 3.778 2.735 6.920
C 0.692 -2.453 -2.191
H -1.838 1.553 7.396
H 2.592 -0.937 0.147
O 2.786 2.976 -4.507
C 0.525 0.912 1.225
O 0.563 1.152 -0.013
C 3.986 -0.124 5.078
H -0.241 4.152 -3.659
C 2.365 2.143 5.397
H 0.008 1.866 -3.155
H 0.425 -2.822 -3.185
H 2.607 -1.310 -2.546
H 1.432 2.653 2.026
H -2.511 1.284 1.419
C -2.522 0.581 0.589
H 2.327 0.907 -3.746
O -0.079 -1.024 3.979
N 0.963 1.774 2.236
H 0.721 1.634 -5.166
C 0.771 3.843 -3.308
H -0.806 -3.467 -0.826
H -0.592 0.439 -7.667
C 0.209 -0.163 3.125
H -1.068 1.546 -5.591
C 2.858 0.050 4.273
H 0.882 2.372 -1.687
H -0.768 3.308 2.861
H -3.053 3.557 6.537
N 0.062 -0.244 1.781
C 1.402 -1.699 -6.254
H 2.383 4.937 -4.446
H 5.178 0.679 6.691
C -2.297 3.076 5.920
H 1.030 4.495 -2.444
C 0.931 2.387 -2.801
C -0.635 1.358 5.635
C -2.454 -0.828 0.769
C 1.800 4.007 -4.487
C 0.170 0.385 -6.879
H 0.573 -2.388 1.164
C -2.782 -1.421 -0.475
H 1.513 -1.947 -7.324
C 0.781 -2.223 0.106
C -3.007 -0.387 -1.437
C -1.014 2.964 3.864
H 2.562 -0.710 3.552
C -1.983 3.588 4.659
C 3.506 1.967 6.198
C -2.786 0.866 -0.780
H -0.938 -2.020 -7.570
H -0.121 0.465 5.984
H -1.229 -2.628 -5.944
H 2.955 1.924 -2.566
H -2.246 -1.362 1.701
H -1.982 -1.071 -6.558
C 0.779 1.240 3.562
C 2.278 1.988 -3.438
H 1.134 0.651 -7.308
H 2.276 -1.108 -5.966
C -1.618 1.958 6.414
H -2.886 -2.498 -0.634
H 4.601 -0.999 4.910
C -0.332 1.875 4.372
Yb -0.501 -0.212 -2.388
H 1.720 3.018 5.556
O -0.105 -0.255 -4.687
H -3.358 -0.546 -2.462
H -2.473 4.476 4.270
C 4.306 0.823 6.052

Results
* energy relative to the best compared isomer or geometry (same formula, charge and spin): 125.1 kJ/mol
* gap between HOMO and LUMO (spin up / spin down): 6.7198 / 4.5282 eV
* strongest force on any atom: 4.4 eV Å⁻¹
* multiplicity: 2
* charge: 0
* HOMO (spin up / spin down): -7.074 / -6.892 eV



3.
Density functional theory data (ωB97M-V with the def2-TZVPD basis set) for C26H40NOPPtTe as an isolated structure at a distorted geometry.

Element x y z (Å)
H -2.304 0.339 0.583
H 4.663 1.337 1.959
C 1.247 1.215 -2.007
H -7.693 -2.533 -2.007
C -3.509 -4.532 0.086
C 0.629 2.219 0.775
H 0.449 0.765 2.335
H -1.536 4.496 3.034
H 1.529 -0.933 -2.095
C -3.989 -0.780 -0.131
H 4.381 1.277 -1.676
C 0.268 3.497 0.359
C 1.791 -0.048 -2.685
C -0.280 1.156 -2.078
H -0.742 2.008 -1.582
C 2.602 -3.334 1.603
C -5.310 -0.729 -0.567
H 4.593 3.328 0.472
H 1.403 2.424 -3.763
P 1.616 0.996 -0.161
H 5.441 -2.398 0.069
C 3.581 3.088 0.142
H 2.011 -4.119 1.124
H 2.860 2.455 -2.782
C 3.626 1.144 1.681
C -0.575 2.589 2.837
H -5.978 -4.015 -0.747
H -0.794 5.290 0.825
H 2.882 3.612 0.789
H 1.359 -0.156 -3.679
H 3.463 3.458 -0.871
H 4.105 -0.205 -0.745
H 2.873 -0.021 -2.787
C 3.383 1.578 0.234
Te -1.485 -2.223 1.082
H 1.437 3.374 -2.288
H -2.630 -4.668 -0.546
C 3.480 -2.734 0.535
N 4.812 -2.809 0.741
H 5.187 -3.197 1.587
C -6.049 -1.878 -0.790
C 1.774 2.446 -2.739
C -3.260 0.511 0.090
H 5.379 0.933 -0.269
H -5.773 0.237 -0.721
C -4.116 -3.182 -0.143
H 3.212 -3.788 2.394
H -3.072 1.004 -0.862
Pt 0.790 -1.138 0.446
H 2.978 1.692 2.363
H 2.199 -1.586 2.819
C 4.370 0.849 -0.676
C -0.513 4.304 1.166
H 0.865 -2.742 2.736
C -7.490 -1.823 -1.207
C -3.390 -2.013 0.092
H 3.427 0.079 1.789
H -0.611 1.129 -3.115
H -0.902 2.232 3.802
H -7.761 -0.827 -1.549
O 3.033 -2.189 -0.461
H -8.130 -2.083 -0.363
C 0.188 1.774 2.022
C -0.931 3.858 2.407
H -3.848 1.184 0.711
H -3.190 -4.628 1.125
H -4.227 -5.321 -0.129
C 1.661 -2.270 2.157
H -0.621 0.241 -1.583
C -5.426 -3.100 -0.580
H 0.590 3.881 -0.594

Results
* gap between HOMO and LUMO (spin up / spin down): 5.5838 / 5.9426 eV
* strongest force on any atom: 1.2 eV Å⁻¹
* charge: 0
* HOMO (spin up / spin down): -6.367 / -6.619 eV



4.
Density functional theory data (ωB97M-V with the def2-TZVPD basis set) for a 2-piece molecular cluster, CH2NO2S overall at a distorted geometry.

Element x y z (Å)
O 0.345 0.077 2.427
H 0.897 1.247 -2.399
H -0.936 0.182 -1.137
N 0.933 0.900 -1.315
S 0.024 -1.044 1.490
O -1.301 -1.621 1.621
C 0.039 0.260 -0.687

Results
* energy relative to the best compared isomer or geometry (same formula, charge and spin): 265.3 kJ/mol
* gap between HOMO and LUMO (spin up / spin down): 6.6076 / 6.6043 eV
* strongest force on any atom: 3.2 eV Å⁻¹
* charge: -1
* HOMO (spin up / spin down): -2.482 / -2.479 eV